{"formula": "C23H49N3O17S3", "method": "the ωB97M-V functional and the def2-TZVPD basis", "symbols": ["C", "C", "O", "N", "C", "H", "H", "H", "H", "H", "H", "H", "C", "C", "O", "N", "C", "H", "H", "H", "H", "H", "H", "H", "C", "C", "O", "N", "C", "H", "H", "H", "H", "H", "H", "H", "C", "C", "O", "S", "O", "O", "O", "H", "H", "H", "H", "C", "C", "O", "S", "O", "O", "O", "H", "H", "H", "H", "C", "C", "O", "S", "O", "O", "O", "H", "H", "H", "H", "C", "C", "C", "O", "C", "H", "H", "H", "H", "H", "H", "H", "H", "C", "C", "C", "O", "C", "H", "H", "H", "H", "H", "H", "H", "H"], "xyz": [[-10.510490, -18.498055, 27.209106], [-11.643634, -18.188142, 26.269134], [-12.780312, -18.595156, 26.456368], [-11.310346, -17.411137, 25.210834], [-12.276463, -16.958540, 24.220363], [-9.585904, -18.670136, 26.654680], [-10.759037, -19.416983, 27.735439], [-10.376782, -17.719958, 27.957875], [-10.341872, -17.188433, 25.071922], [-12.049222, -15.908547, 24.046320], [-13.278544, -17.007917, 24.631334], [-12.208490, -17.523917, 23.292101], [-13.479333, -14.894036, 26.567038], [-14.247052, -14.298681, 27.724040], [-14.785717, -14.993836, 28.566528], [-14.323005, -12.944392, 27.716609], [-15.041624, -12.173595, 28.698619], [-13.358035, -15.954472, 26.784268], [-12.495815, -14.429657, 26.463848], [-13.973987, -14.802096, 25.599816], [-13.781066, -12.437638, 27.028543], [-15.744143, -11.515644, 28.182852], [-14.340819, -11.587850, 29.296668], [-15.608015, -12.829564, 29.349937], [-10.315114, -11.136142, 24.688387], [-11.167383, -11.114696, 25.936108], [-12.178400, -11.801317, 26.052832], [-10.798591, -10.249742, 26.903729], [-11.544551, -10.117994, 28.142086], [-9.281418, -10.842588, 24.875697], [-10.741699, -10.431328, 23.977388], [-10.312759, -12.129988, 24.250563], [-10.018189, -9.640997, 26.738286], [-11.009936, -9.444354, 28.805281], [-11.602158, -11.084064, 28.647186], [-12.559064, -9.763413, 27.964613], [-16.579299, -6.317697, 21.178056], [-17.451423, -5.763682, 22.304373], [-18.018981, -6.926817, 22.910884], [-16.911697, -8.056029, 22.938425], [-17.502028, -9.308261, 22.805284], [-15.997238, -7.812664, 23.992678], [-16.210408, -7.649441, 21.579065], [-15.689257, -5.737106, 20.957749], [-17.174611, -6.415394, 20.268055], [-18.271131, -5.146186, 21.951792], [-16.891100, -5.191788, 23.047124], [-18.596114, -15.146778, 20.492563], [-18.200634, -14.411452, 19.220717], [-18.960526, -13.187116, 19.241853], [-19.236682, -12.705006, 20.728071], [-20.559170, -12.226535, 20.794985], [-18.196307, -11.867014, 21.178020], [-19.079172, -14.122161, 21.392232], [-17.741025, -15.586453, 20.999028], [-19.377693, -15.899220, 20.426838], [-18.464805, -14.930745, 18.303484], [-17.136353, -14.179578, 19.193026], [-15.127163, -11.288460, 22.629820], [-15.717074, -11.956538, 23.867410], [-15.640669, -13.369251, 23.604255], [-14.793976, -13.751091, 22.338621], [-15.661295, -14.225221, 21.328322], [-13.684547, -14.561135, 22.699462], [-14.307562, -12.296722, 21.984877], [-14.504672, -10.427010, 22.832254], [-15.922790, -11.024154, 21.936392], [-16.777584, -11.715553, 23.918690], [-15.227659, -11.708850, 24.801687], [-13.677955, -17.245488, 20.697371], [-13.621294, -18.622368, 20.041022], [-12.141276, -18.970532, 20.255618], [-11.429897, -17.738402, 20.242016], [-12.351730, -16.644486, 20.280094], [-13.687674, -17.375781, 21.781786], [-14.519901, -16.603625, 20.440362], [-13.796440, -18.528536, 18.967683], [-14.299216, -19.325547, 20.518189], [-11.745297, -19.565962, 19.428620], [-11.974307, -19.527552, 21.183630], [-12.397338, -16.152338, 19.301614], [-11.965885, -15.928937, 21.008594], [-16.854382, -16.283135, 25.324374], [-16.273723, -17.611064, 24.827387], [-16.462360, -17.478254, 23.321653], [-17.729181, -16.838923, 23.171700], [-17.938597, -15.966713, 24.287928], [-16.085950, -15.512471, 25.387046], [-17.210817, -16.388681, 26.350109], [-16.827450, -18.485338, 25.170634], [-15.230443, -17.745897, 25.119684], [-16.486428, -18.428830, 22.785101], [-15.693547, -16.863530, 22.830265], [-18.937099, -16.153537, 24.696226], [-17.934241, -14.924148, 23.956668]], "forces_ev_per_angstrom": [[0.111, -0.576, 0.053], [-0.377, -0.043, -0.035], [0.143, 0.144, -0.030], [-0.252, -0.209, -0.060], [0.576, 0.451, 0.313], [0.081, 0.185, 0.135], [-0.020, 0.014, 0.024], [0.022, 0.161, -0.115], [0.013, 0.068, 0.001], [-0.192, 0.000, -0.382], [0.024, -0.199, 0.017], [-0.014, -0.026, 0.000], [0.459, -0.381, 0.153], [-0.267, 0.093, -0.359], [-0.075, -0.003, 0.191], [0.076, 0.009, -0.239], [0.001, 0.065, -0.176], [0.017, 0.003, -0.045], [-0.052, 0.039, 0.011], [-0.198, 0.213, 0.109], [0.094, -0.161, 0.114], [0.015, 0.166, 0.187], [-0.152, 0.126, 0.111], [0.059, -0.167, 0.026], [0.179, 0.043, 0.161], [-0.405, -0.026, -0.017], [0.280, 0.084, -0.168], [0.127, 0.065, 0.035], [0.107, -0.311, 0.047], [-0.048, 0.050, 0.071], [-0.052, -0.025, -0.131], [-0.171, -0.017, 0.003], [0.065, -0.046, 0.014], [-0.061, 0.164, -0.063], [-0.090, -0.009, -0.092], [0.003, 0.079, 0.011], [-0.443, -0.069, -0.521], [0.197, 0.464, 0.220], [-0.224, -0.129, 0.038], [0.759, 1.298, 0.110], [-0.947, -1.611, -0.146], [0.331, 0.165, 0.493], [0.104, 0.200, -0.225], [0.082, 0.016, 0.215], [0.112, -0.047, 0.010], [-0.039, -0.086, -0.125], [0.090, -0.172, 0.003], [0.330, -0.102, 0.761], [0.017, 0.173, -0.237], [-0.040, -0.041, -0.276], [0.148, -0.704, -0.598], [-0.808, 0.030, 0.102], [0.988, 0.573, 0.384], [-0.253, 0.015, 0.268], [0.031, -0.095, -0.134], [-0.113, 0.121, -0.379], [-0.137, -0.052, 0.068], [-0.024, 0.064, 0.193], [-0.307, -0.188, -0.586], [-0.624, 0.168, -0.338], [0.051, -0.196, 0.492], [0.256, 0.305, 0.227], [-0.581, -0.355, -0.642], [0.133, 0.089, 0.120], [0.420, 0.220, 0.276], [0.177, 0.002, 0.121], [0.021, 0.032, 0.001], [0.059, 0.063, 0.171], [0.288, -0.222, 0.072], [-0.009, 0.132, 0.163], [0.431, 0.371, 0.152], [-0.151, -0.279, -0.618], [0.001, 0.058, 0.135], [0.311, 0.105, 0.386], [-0.045, 0.084, -0.032], [-0.076, -0.149, -0.127], [-0.279, -0.178, 0.044], [-0.051, -0.145, -0.239], [-0.059, -0.169, 0.114], [0.028, 0.208, 0.104], [-0.043, -0.112, -0.031], [-0.117, 0.097, -0.068], [0.110, -0.298, 0.402], [0.480, 0.123, -0.441], [0.054, 0.093, -0.142], [-0.085, -0.021, -0.050], [-0.290, 0.139, 0.345], [0.035, 0.000, -0.328], [-0.299, 0.075, -0.129], [-0.132, 0.138, 0.151], [-0.071, -0.050, 0.016], [-0.151, -0.025, 0.082], [0.086, 0.035, 0.290], [0.038, -0.143, -0.140], [0.207, -0.039, -0.048]], "de_lowest_kj_mol": 0.0, "lumo_energy_ev": 0.17, "energy_ev": -96427.65909}



{"formula": "C23H49O17S5Sn", "method": "the ωB97M-V functional and the def2-TZVPD basis", "symbols": ["Sn", "C", "C", "C", "O", "H", "H", "H", "H", "H", "H", "H", "C", "C", "O", "S", "O", "O", "O", "H", "H", "H", "H", "O", "S", "O", "O", "C", "C", "C", "H", "H", "H", "H", "H", "H", "H", "H", "O", "S", "O", "O", "C", "C", "C", "H", "H", "H", "H", "H", "H", "H", "H", "O", "S", "O", "O", "C", "C", "C", "H", "H", "H", "H", "H", "H", "H", "H", "O", "S", "O", "O", "C", "C", "C", "H", "H", "H", "H", "H", "H", "H", "H", "C", "C", "C", "C", "C", "C", "H", "H", "H", "H", "H", "H"], "xyz": [[3.806807, -0.317993, 0.911160], [-1.081598, 1.271465, 0.982001], [-0.291821, -0.035064, 0.832021], [-0.806452, -0.817016, -0.396625], [1.077963, 0.234071, 0.701068], [-2.110043, 1.102027, 1.292425], [-0.972704, 1.903258, 0.097160], [-0.605002, 1.908771, 1.733417], [-0.367532, -0.602914, 1.769418], [-0.497658, -0.399497, -1.349081], [-1.879622, -0.990078, -0.317970], [-0.317184, -1.794937, -0.320974], [-4.862735, 1.649453, 1.295008], [-6.338967, 2.064537, 1.488412], [-6.637531, 2.917770, 0.363181], [-5.812922, 2.329396, -0.901437], [-5.542350, 3.293893, -1.900084], [-6.419821, 1.085907, -1.247104], [-4.505951, 2.185158, 0.022812], [-4.675944, 0.575555, 1.256866], [-4.206848, 2.046019, 2.066867], [-6.534713, 2.627231, 2.398119], [-7.108098, 1.293094, 1.451295], [1.547856, -7.033905, -3.497095], [1.690013, -7.016384, -2.086638], [2.964874, -6.769615, -1.471491], [0.658779, -5.934790, -1.406651], [0.858740, -5.571615, -0.058272], [-0.439346, -5.091178, 0.631960], [0.955234, -8.425454, -1.301740], [1.537481, -4.717908, -0.026012], [1.185396, -6.294851, 0.691061], [-1.285708, -5.666087, 0.253929], [-0.538232, -4.006858, 0.590675], [-0.483941, -5.291178, 1.705419], [1.481406, -8.605174, -0.367758], [1.195580, -9.273137, -1.943519], [-0.101458, -8.218245, -1.181501], [0.567093, 2.103381, 3.978904], [1.516874, 1.102007, 4.346471], [2.622483, 0.810851, 3.470678], [2.033046, 1.495587, 5.807390], [3.358883, 2.035877, 5.965176], [3.726938, 2.223546, 7.414932], [0.557491, -0.347461, 4.873273], [3.438471, 2.960209, 5.395627], [4.037885, 1.242844, 5.645692], [2.923584, 2.679036, 8.003979], [4.606071, 2.832851, 7.605781], [3.791364, 1.266065, 7.935682], [-0.360843, -0.066333, 5.375385], [1.269627, -0.882734, 5.500387], [0.354876, -1.012789, 4.034787], [4.110297, -1.181775, -4.285749], [3.167225, -0.835225, -3.273908], [3.697364, -0.558620, -1.949401], [2.400830, 0.427378, -3.838763], [1.399746, 1.042440, -2.987074], [0.786350, 2.152238, -3.822214], [1.929412, -2.151517, -3.261508], [1.830240, 1.428499, -2.064205], [0.638789, 0.290136, -2.786379], [1.466383, 2.758693, -4.416839], [0.255607, 2.796508, -3.117857], [0.037690, 1.766186, -4.514388], [2.177726, -2.816816, -2.440740], [2.074823, -2.675898, -4.205870], [0.938222, -1.723207, -3.381837], [3.816710, 2.779951, 0.587878], [3.713048, 4.216178, 0.726957], [4.880813, 5.005947, 0.557211], [2.610253, 4.759588, -0.301298], [1.381602, 4.036571, -0.361920], [0.130978, 4.843369, -0.074782], [2.925700, 4.639483, 2.315005], [1.366777, 3.167962, 0.304319], [1.339023, 3.582673, -1.352415], [0.335669, 5.907321, -0.236722], [-0.113666, 4.900794, 0.989062], [-0.747434, 4.576590, -0.655077], [2.011032, 4.092646, 2.540892], [2.730902, 5.698415, 2.165832], [3.654610, 4.361906, 3.073318], [-2.417460, -0.418371, -5.144015], [-3.718381, -0.083584, -4.794378], [-4.299881, -0.594111, -3.644740], [-3.567033, -1.464840, -2.835239], [-2.300037, -1.860804, -3.243684], [-1.674025, -1.289313, -4.351626], [-1.993204, 0.028825, -6.034212], [-4.259588, 0.642804, -5.385846], [-5.285263, -0.235762, -3.378922], [-4.032339, -1.902921, -1.962257], [-1.713217, -2.573283, -2.675260], [-0.666061, -1.593715, -4.595862]], "forces_ev_per_angstrom": [[-3.655, 1.490, -0.907], [1.246, 0.698, 0.469], [0.319, -0.091, -0.529], [0.531, -0.933, 1.510], [2.951, 0.420, -0.312], [-0.087, -0.028, -0.352], [-0.533, -0.400, -0.383], [-0.093, -0.316, 0.354], [-0.746, -0.305, -0.149], [-0.304, 0.418, 0.138], [-0.051, 0.154, -0.336], [-0.119, -0.135, -0.264], [-0.201, -0.572, 0.025], [-0.899, 0.127, -0.151], [0.015, 0.365, -0.773], [-0.388, 0.404, 1.372], [-0.088, 0.023, 0.453], [0.596, -0.052, 0.133], [0.566, -0.353, -0.888], [-0.440, -0.084, 0.104], [0.014, 0.405, -0.245], [0.284, 0.266, -0.133], [0.552, -0.549, 0.084], [-0.513, 0.357, 0.088], [0.128, 0.352, 2.387], [-0.070, -0.027, -0.498], [-0.027, -0.303, -1.150], [-0.429, 1.434, 2.161], [-0.246, -0.033, -0.246], [0.773, -0.566, -0.625], [0.382, -0.279, -0.068], [0.726, -0.821, -1.109], [-0.192, 0.507, -0.326], [-0.529, -0.085, -0.607], [0.639, -0.288, -0.007], [-0.187, 0.270, 0.135], [-0.439, -0.087, -0.028], [-0.042, -0.342, -0.096], [0.395, 0.145, -0.562], [-2.015, 0.205, 1.335], [0.476, -0.481, 0.008], [-0.058, -0.260, -0.223], [1.097, -0.461, 0.138], [-1.592, -0.058, 1.388], [1.521, -0.345, -0.601], [0.130, -0.100, -0.099], [0.135, 0.444, -0.775], [-0.076, 0.442, -0.401], [0.191, -0.180, -0.431], [0.534, -0.136, -0.306], [0.193, 0.310, 0.090], [-0.353, -0.063, 0.345], [-0.093, 0.382, -0.276], [0.001, 0.214, 0.432], [0.173, -0.529, -1.717], [-0.410, 0.098, 1.178], [0.497, -0.612, 0.796], [-0.291, 0.539, -0.938], [-0.745, 0.054, 0.277], [0.618, 0.548, -0.659], [0.220, -0.271, -0.004], [0.021, 0.096, 0.276], [0.388, -0.129, 0.336], [-0.079, 0.165, -0.192], [0.038, -0.139, 0.039], [-0.586, 0.068, 0.191], [0.399, -0.026, 0.071], [-0.119, -0.095, 0.982], [0.018, -0.613, 0.076], [-1.199, 0.174, 0.495], [-0.239, -0.018, -0.045], [0.922, 0.074, 0.745], [-1.327, -1.625, -0.320], [0.601, 1.748, 0.659], [0.491, -0.476, -0.959], [0.456, 0.064, 0.116], [0.040, 0.322, -0.127], [-0.021, -0.067, -0.660], [-0.128, -0.691, 0.024], [0.125, -0.266, -0.018], [-0.047, -0.124, -0.484], [0.153, 0.098, 0.598], [0.131, 0.510, 0.049], [0.340, 0.148, -0.089], [0.169, 0.179, 0.089], [0.366, 0.208, 0.214], [-0.414, -0.250, -0.659], [0.673, 0.256, 0.224], [-0.993, -0.147, 0.052], [0.105, -0.055, -0.008], [-0.050, -0.109, -0.111], [-0.055, -0.248, 0.191], [0.083, 0.032, 0.092], [-0.223, -0.066, 0.212], [-0.033, 0.079, -0.289]], "lumo_energy_ev": -5.63, "total_charge": 1, "energy_ev": -119447.33755}



- Which formula does entry 2 have?
  C23H49O17S5Sn



- What is the formula in the first record?
  C23H49N3O17S3